1.
Formula: C14H17F6N3NiO2Sb
Source: the OMol25 dataset
Level of theory: wB97M-V/def2-TZVPD

XYZ file:
```
44
C14H17F6N3NiO2Sb (wB97M-V/def2-TZVPD)
Ni -0.36147 -0.27739 -0.81278
O -1.34564 -1.25606 0.86059
C -0.65755 -2.15558 1.83186
C -0.03068 -3.37370 1.17805
C 0.82129 -3.06896 -0.03258
C 1.76409 -1.91315 0.26070
C 2.89461 -2.06376 1.05256
C 3.87811 -1.11756 1.02871
C 3.63514 0.08678 0.37173
C 2.40276 0.28627 -0.21729
N 1.44309 -0.69609 -0.21802
H -2.18563 -1.62085 0.51790
H -1.44744 -2.49654 2.53227
H 0.03973 -1.50121 2.35329
H -0.85451 -4.10091 0.93890
H 0.53831 -3.92596 1.93872
H 0.27175 -2.81545 -0.94116
H 1.44670 -3.93615 -0.28901
H 3.03258 -3.00275 1.62759
H 4.82302 -1.22409 1.52419
H 4.37465 0.87309 0.37980
H 2.14547 1.25784 -0.70257
F -1.97350 -1.32067 -1.63792
Sb -1.26719 -1.32328 -3.59901
F -2.63671 -2.46840 -4.14798
F -2.41134 0.19049 -4.02363
F -0.49111 -1.02673 -5.30871
F 0.19578 -0.06551 -2.71811
F -0.09355 -2.80940 -3.36265
N -0.43225 3.30191 3.32493
C -0.85836 3.99434 2.19808
O -1.10009 5.18837 2.21936
C -1.13979 3.22122 0.93647
C -1.48512 4.01935 -0.16708
C -1.74939 3.46081 -1.40340
C -1.78636 2.09676 -1.55335
N -1.38799 1.31398 -0.51623
C -1.24559 1.84574 0.75769
H -0.01329 4.00915 3.94954
H 0.11512 2.49764 3.07802
H -1.56949 5.09246 -0.01631
H -1.94334 4.07018 -2.28101
H -2.06975 1.62227 -2.49558
H -1.28505 1.13148 1.58344
```

The energy comes out at -87229.843 eV. The calculation puts the HOMO-LUMO gap (alpha / beta) at 7.47 / 3.51 eV. The value obtained for the HOMO energy (alpha / beta) is -15.9671 / -15.9633 eV. As for the spin multiplicity: 4. For the lowest unoccupied orbital energy (alpha / beta), the calculation gives -8.49 / -12.45 eV. For the energy relative to the best compared isomer or geometry (same formula, charge and spin), the calculation gives 27.8 kcal/mol. Its total charge is +2. As for the expectation value of S²: 3.76.


2.
Formula: C14H17IN2O2Zn
Source: the OMol25 dataset
Level of theory: wB97M-V/def2-TZVPD

XYZ file:
```
37
C14H17IN2O2Zn (wB97M-V/def2-TZVPD)
C 1.46465 -1.35523 1.35585
C 3.33749 0.73852 3.51614
H 0.80201 -1.35413 2.23199
H 2.37275 -0.77269 1.52206
H 1.70736 -2.39597 1.06603
H 3.90882 1.66874 3.58629
H 3.39760 0.17405 4.45536
H 3.66465 0.13691 2.66762
C -2.21764 -2.38724 -0.32731
C -3.60089 -2.57730 -0.44283
C -4.42072 -1.46050 -0.63930
C -3.83144 -0.19682 -0.68755
H -1.53524 -3.23043 -0.20315
H -4.01276 -3.58245 -0.39575
H -5.50074 -1.56440 -0.73073
H -4.41307 0.69685 -0.88132
N -1.66008 -1.15724 -0.34625
C -2.44618 -0.05885 -0.50183
C -1.75188 1.25295 -0.45332
N -0.41094 1.20814 -0.24729
C 0.30520 2.33865 -0.16883
C -1.65900 3.67076 -0.52085
C -0.28507 3.60212 -0.28817
H 1.37775 2.21891 0.00702
H 0.32775 4.49498 -0.19635
C -2.39586 2.49105 -0.62910
H -3.46000 2.47961 -0.85439
H -2.16706 4.62785 -0.62710
Zn 0.38497 -0.72333 -0.24756
I 1.31824 1.35752 3.28753
C 3.46415 -1.88163 -1.72561
C 2.53195 -0.95105 -2.46651
O 2.88644 -0.55914 -3.58965
O 1.39464 -0.59852 -1.90870
H 3.86750 -1.40237 -0.82434
H 4.30368 -2.14716 -2.37425
H 2.95096 -2.80116 -1.41783
```

The energy comes out at -78388.200 eV. The calculation puts the HOMO-LUMO gap at 6.72 eV. The value obtained for the HOMO energy is -7.7957 eV. As for the spin multiplicity: 1. For the lowest unoccupied orbital energy, the calculation gives -1.08 eV.


3.
Formula: C14H17IN4O2
Source: the OMol25 dataset
Level of theory: wB97M-V/def2-TZVPD

XYZ file:
```
38
C14H17IN4O2 (wB97M-V/def2-TZVPD)
C -2.73370 -0.22143 1.55574
C -3.19770 -0.73773 0.18844
C -2.54631 0.00106 -0.99566
O -3.05497 0.98507 -1.45320
C -1.23738 -0.44180 -1.65121
C -0.63160 -1.74109 -1.16884
C 0.78287 -1.71756 -1.74090
C 1.23046 -0.27027 -1.56860
O 2.00382 -0.22475 -0.37948
C 2.43373 0.93486 0.13054
N 2.55655 2.03486 -0.64727
C 2.72247 3.21179 -0.03625
N 2.87905 3.40302 1.27920
C 2.85923 2.27332 2.00579
C 2.65414 1.00375 1.51831
N 2.76184 0.05451 2.50638
C 3.01738 0.75536 3.58724
I 3.08361 -0.20854 5.62150
N 3.06306 2.13142 3.33981
C 3.30195 3.26228 4.28523
C -0.07294 0.56251 -1.50273
H -3.35590 -0.63891 2.37676
H -2.85136 0.86139 1.56485
H -1.68737 -0.46988 1.78346
H -4.27560 -0.60485 0.14339
H -3.00192 -1.80933 0.12468
H -1.50977 -0.52250 -2.72514
H -1.18541 -2.60077 -1.58261
H -0.64004 -1.81246 -0.07916
H 0.80275 -2.00082 -2.78100
H 1.50210 -2.39734 -1.24476
H 1.83099 0.00473 -2.44165
H 2.80506 4.07435 -0.68579
H 4.22063 3.78620 3.99714
H 3.38205 2.88061 5.29448
H 2.43552 3.90720 4.28848
H -0.10588 1.08293 -0.54647
H -0.13268 1.31752 -2.25198
```

The energy comes out at -32949.760 eV. The calculation puts the HOMO-LUMO gap at 8.49 eV. The value obtained for the HOMO energy is -8.9016 eV. As for the spin multiplicity: 1. For the lowest unoccupied orbital energy, the calculation gives -0.41 eV.


4.
Formula: C14H17N3
Source: the OMol25 dataset
Level of theory: wB97M-V/def2-TZVPD

XYZ file:
```
34
C14H17N3 (wB97M-V/def2-TZVPD)
C 4.72021 1.45104 -0.98972
C 4.04141 1.93668 0.21760
C 4.49566 3.06531 0.84900
N 3.55316 3.52922 1.76825
C 2.42800 2.72953 1.63005
C 1.27558 2.70067 2.35743
C 0.27325 1.80781 1.97431
C 0.48288 0.88985 0.93519
C 1.72165 0.83825 0.26706
C 2.71743 1.67521 0.69130
H 4.97528 0.37691 -0.92805
H 5.63828 1.99244 -1.27139
H 4.05361 1.45812 -1.85710
H 5.41002 3.59191 0.67028
H 3.71074 4.16471 2.53002
H 1.11810 3.55290 3.02576
H -0.65669 1.81246 2.47764
H -0.39409 0.34650 0.64774
H 1.92790 0.09553 -0.49362
C -3.78698 -3.02759 -3.15218
C -4.45489 -2.42628 -1.90814
C -3.49738 -2.32331 -0.78196
C -3.84244 -2.66774 0.56146
N -2.71628 -2.40701 1.28065
C -1.72819 -2.02642 0.40909
N -2.18671 -1.99088 -0.81627
H -3.60828 -2.21453 -3.88393
H -4.39309 -3.83581 -3.60222
H -2.81735 -3.43201 -2.83679
H -4.82510 -1.39201 -2.16510
H -5.36333 -2.99025 -1.56166
H -4.80032 -2.93482 0.98087
H -2.70596 -2.66457 2.25702
H -0.76611 -1.68185 0.71740
```

The energy comes out at -19263.668 eV. The calculation puts the HOMO-LUMO gap at 8.64 eV. The value obtained for the HOMO energy is -7.7677 eV. As for the spin multiplicity: 1. For the lowest unoccupied orbital energy, the calculation gives 0.87 eV. For the energy relative to the best compared isomer or geometry (same formula, charge and spin), the calculation gives 18.2 kcal/mol.


5.
Formula: C14H17N3
Source: the OMol25 dataset
Level of theory: wB97M-V/def2-TZVPD

XYZ file:
```
34
C14H17N3 (wB97M-V/def2-TZVPD)
C 4.86091 1.47073 -1.23058
C 4.22868 1.71939 0.02938
C 4.84857 2.48037 0.98111
N 3.89758 3.13140 1.85561
C 2.68290 2.56814 1.61041
C 1.46462 2.51830 2.27981
C 0.36552 1.93851 1.69150
C 0.47462 1.27803 0.44569
C 1.66349 1.12965 -0.25496
C 2.83348 1.77496 0.43554
H 4.74842 0.34841 -1.53328
H 5.88280 1.71761 -1.32766
H 4.35827 2.04139 -2.12412
H 5.84089 2.79256 1.06127
H 4.24183 3.54802 2.69862
H 1.34305 2.90627 3.24605
H -0.53369 1.84471 2.24807
H -0.43311 0.95152 -0.09636
H 1.80680 0.79101 -1.21950
C -3.55916 -2.86351 -2.91742
C -4.04499 -1.68303 -1.96108
C -3.66946 -2.05639 -0.52850
C -4.52600 -2.42066 0.52325
N -3.70891 -2.88490 1.54043
C -2.36677 -2.61124 1.18374
N -2.34710 -2.12814 -0.06199
H -3.04508 -3.69298 -2.41456
H -2.80709 -2.63264 -3.55849
H -4.39694 -3.32127 -3.51425
H -3.65162 -0.59805 -2.07016
H -5.18532 -1.63949 -1.99683
H -5.55654 -2.22481 0.68831
H -4.19578 -3.30555 2.39368
H -1.51490 -2.88833 1.89725
```

The energy comes out at -19262.005 eV. The calculation puts the HOMO-LUMO gap at 8.66 eV. The value obtained for the HOMO energy is -7.7663 eV. As for the spin multiplicity: 1. For the lowest unoccupied orbital energy, the calculation gives 0.90 eV. For the energy relative to the best compared isomer or geometry (same formula, charge and spin), the calculation gives 56.5 kcal/mol.


6.
Formula: C14H17N3O2S
Source: the OMol25 dataset
Level of theory: wB97M-V/def2-TZVPD

XYZ file:
```
37
C14H17N3O2S (wB97M-V/def2-TZVPD)
C -6.20519 -0.59610 -0.67286
O -5.15829 -1.06930 0.14196
C -3.96628 -0.42561 0.11420
C -3.67494 0.68656 -0.67124
C -2.41864 1.26099 -0.61699
C -1.42830 0.73728 0.20545
C -0.11453 1.37743 0.22990
N 0.07659 2.61779 0.55675
N 1.40029 2.83990 0.39660
C 2.04755 1.73882 -0.05702
S 3.63512 1.60947 -0.45262
N 1.06565 0.77659 -0.14592
C 1.27243 -0.52400 -0.71848
C 1.54975 -1.65173 0.30426
C 2.83396 -1.44178 1.10757
C 3.89595 -2.00692 0.16491
C 3.12482 -3.06996 -0.63052
O 1.73561 -2.86473 -0.39119
C -1.72784 -0.36354 1.00480
C -2.97774 -0.93751 0.95916
H -5.94128 -0.64440 -1.73390
H -6.48457 0.42934 -0.41182
H -7.04788 -1.25827 -0.48162
H -4.41705 1.11532 -1.32548
H -2.19850 2.12595 -1.22361
H 1.80673 3.74226 0.57780
H 0.38758 -0.80181 -1.29761
H 2.13449 -0.44456 -1.38778
H 0.67046 -1.78443 0.94141
H 3.01246 -0.39942 1.35673
H 2.78452 -2.02456 2.02800
H 4.73900 -2.43424 0.70195
H 4.26905 -1.22003 -0.48968
H 3.32339 -3.00275 -1.70595
H 3.36217 -4.08551 -0.29801
H -0.98848 -0.75007 1.68894
H -3.22214 -1.78735 1.57594
```

The energy comes out at -34194.184 eV. The calculation puts the HOMO-LUMO gap at 8.62 eV. The value obtained for the HOMO energy is -7.9505 eV. As for the spin multiplicity: 1. For the lowest unoccupied orbital energy, the calculation gives 0.67 eV. For the energy relative to the best compared isomer or geometry (same formula, charge and spin), the calculation gives 51.6 kcal/mol.